Record 1
ORCA calculation (ωB97M-V/def2-TZVPD) on the molecule C3H3NOS in a non-equilibrium geometry.

Last column: Mulliken charge in e.
Positions of all 9 atoms, in Å:
C  0.091  0.052  0.001  -0.305
C  -0.896  0.957  0.094  -0.290
C  -0.408  -1.287  -0.061  -0.077
N  -1.775  -1.412  -0.012  -0.404
O  -3.495  0.436  -0.554  -0.546
S  -2.452  0.065  0.385  0.499
H  1.148  0.257  -0.063  0.336
H  -0.804  2.017  0.234  0.393
H  0.183  -2.179  -0.150  0.393

**Energy relative to the best compared isomer or geometry (same formula, charge and spin)**: 42.6 kcal/mol
**HOMO**: -9.6 eV
**Orbital gap**: 8.6512 eV

---

Record 2
ORCA calculation (ωB97M-V/def2-TZVPD) on a cluster of 11 separate species, C38H103N5O11 in total in a non-equilibrium geometry.

Last column: Mulliken charge in e.
Positions of all 157 atoms, in Å:
C  0.465  -0.182  1.212  -0.614
C  0.392  -0.755  -0.202  2.655
C  -0.178  -2.138  -0.288  -1.234
O  -0.365  0.127  -0.922  0.748
H  0.763  0.863  1.304  -0.340
H  1.241  -0.730  1.746  0.256
H  -0.420  -0.354  1.824  -0.116
H  1.433  -0.719  -0.524  -1.607
H  -0.094  -2.515  -1.307  0.375
H  -1.232  -2.183  -0.015  -0.301
H  0.334  -2.727  0.474  0.674
H  -0.603  -0.281  -1.757  -0.705
C  2.556  -1.472  -3.691  -0.621
C  2.479  -0.530  -4.928  0.626
C  3.604  -0.687  -5.936  -1.670
O  1.267  -0.939  -5.576  -0.594
H  2.300  -2.496  -3.963  0.419
H  1.877  -1.165  -2.896  -0.150
H  3.561  -1.519  -3.272  0.294
H  2.372  0.495  -4.572  -0.036
H  4.566  -0.357  -5.544  0.378
H  3.433  0.013  -6.754  0.427
H  3.707  -1.658  -6.421  0.350
H  1.394  -1.879  -5.724  0.355
C  0.133  -5.231  4.777  -1.581
C  -0.214  -3.740  4.639  0.799
C  -0.467  -3.274  3.208  -0.380
O  -1.500  -3.612  5.266  -0.598
H  -0.736  -5.853  4.562  0.366
H  0.392  -5.495  5.803  0.383
H  0.939  -5.513  4.099  0.354
H  0.578  -3.091  5.012  -0.018
H  0.510  -3.076  2.767  0.137
H  -0.924  -2.287  3.283  -0.031
H  -0.999  -4.023  2.622  0.198
H  -1.774  -2.696  5.343  0.517
C  4.096  0.695  3.093  -0.923
C  4.926  -0.299  3.936  0.638
C  4.101  -0.912  5.010  -1.391
O  5.457  -1.328  3.103  -0.491
H  4.677  1.146  2.287  0.391
H  3.808  1.525  3.738  0.635
H  3.141  0.317  2.729  -0.256
H  5.743  0.218  4.438  0.180
H  3.811  -0.091  5.665  0.351
H  4.596  -1.753  5.496  0.481
H  3.178  -1.316  4.594  0.195
H  5.949  -1.934  3.662  0.270
C  -2.126  -5.583  -0.727  -1.408
C  -2.201  -5.318  -2.182  1.264
C  -1.958  -6.606  -3.023  -1.581
O  -3.456  -4.898  -2.446  -0.518
H  -2.863  -6.204  -0.217  0.457
H  -2.304  -4.634  -0.220  0.225
H  -1.134  -5.903  -0.408  0.368
H  -1.524  -4.597  -2.639  -0.104
H  -2.505  -6.458  -3.954  0.377
H  -2.267  -7.493  -2.470  0.341
H  -0.972  -6.884  -3.394  0.366
H  -4.120  -5.520  -2.137  0.310
C  -0.188  -0.127  6.892  -1.351
C  -1.434  0.160  6.009  0.224
C  -1.132  0.516  4.569  -0.482
O  -2.191  -0.999  5.863  -0.630
H  -0.375  -0.196  7.963  0.440
H  0.586  0.640  6.839  0.343
H  0.228  -1.072  6.544  0.243
H  -1.938  0.980  6.521  0.403
H  -0.541  1.430  4.617  0.359
H  -2.071  0.700  4.047  0.268
H  -0.482  -0.197  4.061  -0.233
H  -2.453  -1.216  6.760  0.321
C  5.589  -2.305  -0.482  -1.496
C  5.699  -0.822  -0.499  0.595
C  4.357  -0.095  -0.464  1.183
O  4.469  1.300  -0.710  -0.497
C  3.264  2.043  -0.587  -0.128
N  6.485  -0.323  0.575  -0.804
H  4.860  -2.622  -1.228  0.272
H  5.232  -2.714  0.463  0.260
H  6.499  -2.836  -0.763  0.401
H  6.270  -0.604  -1.401  0.382
H  3.909  -0.275  0.513  -0.397
H  3.579  -0.439  -1.146  -0.759
H  2.750  1.844  0.353  -0.053
H  2.663  1.911  -1.487  0.056
H  3.574  3.085  -0.666  0.404
H  6.030  -0.636  1.420  0.111
H  6.212  0.648  0.612  0.439
C  -3.449  2.574  1.254  -1.181
C  -3.921  1.937  -0.081  3.667
C  -5.201  1.018  0.085  -1.237
O  -5.064  0.017  1.062  -0.406
C  -4.216  -1.065  0.775  -0.378
N  -4.127  2.904  -1.099  -0.810
H  -4.200  2.901  1.974  0.337
H  -2.793  3.399  0.978  0.273
H  -2.711  1.959  1.768  0.033
H  -3.133  1.274  -0.437  -2.115
H  -5.651  0.572  -0.801  0.401
H  -6.003  1.641  0.481  0.348
H  -4.273  -1.884  1.492  0.413
H  -3.169  -0.781  0.673  -0.077
H  -4.477  -1.593  -0.142  0.280
H  -4.983  3.430  -0.992  0.330
H  -3.422  3.619  -0.991  0.132
C  0.682  3.607  1.864  -1.198
C  -0.243  4.593  2.598  0.623
C  0.501  5.528  3.639  -1.015
O  -0.333  6.454  4.339  -0.335
C  0.378  7.315  5.234  -0.713
N  -0.787  5.387  1.488  -0.579
H  0.168  3.045  1.084  0.173
H  1.247  2.905  2.479  0.321
H  1.492  4.146  1.373  0.351
H  -1.021  4.022  3.105  0.276
H  1.271  6.155  3.190  0.383
H  0.899  4.876  4.416  0.364
H  -0.241  8.196  5.409  0.247
H  1.319  7.660  4.805  0.299
H  0.503  6.814  6.193  0.279
H  -1.340  6.189  1.758  0.255
H  0.023  5.738  0.997  0.275
C  -3.099  -1.361  -3.036  -1.261
C  -1.896  -1.642  -3.997  0.852
C  -2.300  -1.356  -5.461  -0.846
O  -3.366  -2.091  -6.005  -0.386
C  -3.056  -3.409  -6.282  -0.569
N  -0.802  -0.733  -3.602  -0.207
H  -4.018  -1.867  -3.332  0.600
H  -3.380  -0.310  -2.975  0.392
H  -2.854  -1.633  -2.009  -0.178
H  -1.567  -2.673  -3.872  0.029
H  -1.443  -1.460  -6.127  0.387
H  -2.508  -0.298  -5.622  0.227
H  -3.915  -3.941  -6.690  0.294
H  -2.736  -3.970  -5.404  0.086
H  -2.220  -3.555  -6.966  0.335
H  -0.061  -0.665  -4.286  0.247
H  -1.195  0.196  -3.648  -0.306
C  0.333  2.639  -3.426  -1.105
C  -1.034  3.066  -2.885  0.983
C  -1.771  3.971  -3.903  -0.918
O  -0.962  5.184  -4.094  -0.354
C  -1.617  6.014  -5.079  -0.777
N  -1.800  1.841  -2.675  -0.072
H  0.329  2.143  -4.397  0.280
H  0.818  1.839  -2.867  -0.391
H  0.973  3.511  -3.557  0.747
H  -0.953  3.625  -1.953  0.200
H  -2.742  4.287  -3.520  0.436
H  -1.944  3.531  -4.885  0.350
H  -2.320  6.693  -4.596  0.274
H  -2.083  5.532  -5.938  0.319
H  -0.826  6.640  -5.492  0.272
H  -1.314  1.386  -1.915  -0.069
H  -2.689  2.042  -2.239  0.344

**Energy relative to the best compared isomer or geometry (same formula, charge and spin)**: 47.7 kcal/mol
**HOMO**: -8.7 eV
**Orbital gap**: 9.1600 eV
**SMILES**: COC[C@H](C)N.COC[C@H](C)N.COC[C@H](C)N.COC[C@H](C)N.COC[C@H](C)N.CC(C)O.CC(C)O.CC(C)O.CC(C)O.CC(C)O.CC(C)O